A cluster of 12 separate species, C4H32NO12 in total at a distorted geometry. Source: the Open Molecules 2025 dataset; level of theory: ωB97M-V with the def2-TZVPD basis set.

Output
- Total energy: -30728.209 eV
- 2S+1: 1
- Charge: -1
- LUMO: 2.7 eV
- Orbital gap: 8.5 eV
- ΔE to the lowest compared entry with this formula, charge and spin: 64.8 kcal/mol

CARTESIAN COORDINATES (ANGSTROEM)
C  -1.173  -3.376  -1.139
N  -2.314  -2.364  -1.161
C  -1.985  -1.244  -0.249
C  -0.847  -0.286  -0.860
C  0.589  -0.806  -0.682
O  1.452  0.292  -0.342
H  -1.688  -4.298  -0.894
H  -0.515  -3.202  -0.270
H  -0.577  -3.388  -2.038
H  -2.472  -1.973  -2.078
H  -1.689  -1.582  0.740
H  -2.909  -0.759  0.073
H  -1.050  -0.458  -1.940
H  -0.958  0.725  -0.559
H  0.758  -1.461  0.210
H  0.982  -1.030  -1.698
H  1.830  0.359  1.404
H  3.017  -0.472  1.789
O  2.298  0.017  2.212
H  -0.580  3.719  0.884
H  -0.590  2.845  -0.266
O  -1.224  3.230  0.354
H  2.082  -1.233  3.283
H  0.985  -1.858  4.261
O  1.682  -2.064  3.641
H  -2.375  0.581  2.798
H  -1.497  -0.406  3.379
O  -2.320  -0.408  2.840
H  1.991  0.617  -1.725
H  2.384  1.592  -3.051
O  2.285  0.697  -2.725
H  0.612  0.166  -4.909
H  0.627  0.625  -3.352
O  0.084  0.385  -4.140
H  -1.526  1.963  -3.588
H  -2.222  2.479  -2.307
O  -1.998  2.717  -3.213
H  1.649  3.077  -0.357
H  1.437  1.646  0.150
O  1.415  2.648  0.476
H  2.244  -2.351  -1.378
H  3.448  -1.656  -1.450
O  3.176  -2.555  -1.174
H  0.558  1.121  4.323
H  0.574  0.414  2.938
O  0.160  0.403  3.823
H  -2.575  2.596  2.236
H  -1.193  1.979  2.725
O  -2.042  2.333  3.003


A cluster of 13 separate species, C4H32NO12 in total at a distorted geometry. Source: the Open Molecules 2025 dataset; level of theory: ωB97M-V with the def2-TZVPD basis set.

Output
- Total energy: -30721.049 eV
- 2S+1: 1
- Charge: +1
- LUMO: -2.5 eV
- Orbital gap: 9.0 eV
- ΔE to the lowest compared entry with this formula, charge and spin: 51.5 kcal/mol

CARTESIAN COORDINATES (ANGSTROEM)
C  1.272  2.326  3.093
C  0.981  1.403  1.959
C  1.273  1.638  0.682
N  0.868  0.762  -0.332
C  1.317  0.899  -1.570
H  0.403  2.529  3.723
H  1.946  1.818  3.785
H  1.651  3.312  2.827
H  0.403  0.510  2.187
H  1.889  2.495  0.431
H  0.258  -0.004  -0.077
H  0.961  0.192  -2.294
H  1.727  1.852  -1.857
H  -3.806  1.413  1.150
H  -3.895  2.772  2.002
O  -3.883  2.376  1.131
H  -1.632  -1.013  -1.963
H  -2.397  0.128  -1.365
O  -1.821  -0.598  -1.121
H  -1.731  -0.714  2.597
H  -1.853  -1.754  1.570
O  -1.167  -1.264  2.040
H  0.183  -3.246  -2.735
H  1.485  -3.982  -2.822
O  1.134  -3.090  -2.697
H  -4.813  -1.124  1.626
H  -4.276  -0.919  0.017
O  -4.253  -0.747  0.956
H  1.657  -3.482  2.614
H  0.634  -2.370  2.183
O  1.567  -2.578  2.304
H  2.163  -2.263  0.147
H  2.149  -2.727  -1.256
O  2.793  -2.518  -0.549
H  3.804  0.476  1.512
H  4.340  -0.922  1.091
O  4.295  0.002  0.835
H  2.889  -0.923  -1.452
H  3.525  0.374  -0.627
O  3.037  0.041  -1.423
H  -1.231  1.926  -1.651
H  -1.173  2.030  -3.196
O  -1.027  1.424  -2.465
H  -2.347  2.289  -0.039
H  -1.752  3.525  0.392
O  -1.490  2.764  -0.141
H  -1.698  -1.043  -4.003
H  -2.601  -2.168  -3.774
O  -1.758  -1.826  -3.445


A cluster of 13 separate species, C4H33N2O14 in total at a distorted geometry. Source: the Open Molecules 2025 dataset; level of theory: ωB97M-V with the def2-TZVPD basis set.

Output
- Total energy: -36328.302 eV
- 2S+1: 1
- Charge: -1
- LUMO: 2.5 eV
- Orbital gap: 8.7 eV
- ΔE to the lowest compared entry with this formula, charge and spin: 165.6 kcal/mol

CARTESIAN COORDINATES (ANGSTROEM)
N  2.134  2.327  -0.996
C  1.921  0.872  -1.413
C  1.032  0.265  -0.395
N  1.306  -1.239  -0.519
C  0.120  -2.123  -0.360
C  -0.853  -1.533  0.697
O  -2.052  -1.447  0.369
O  -0.327  -1.210  1.768
H  1.284  2.628  -1.266
H  2.190  2.458  0.047
H  1.625  0.807  -2.487
H  2.874  0.401  -1.367
H  1.362  0.834  0.623
H  -0.122  0.562  -0.435
H  1.986  -1.348  0.214
H  0.483  -3.061  0.070
H  -0.499  -2.199  -1.245
H  -3.261  -0.649  2.795
H  -2.095  -1.627  2.793
O  -2.488  -1.032  3.374
H  -0.359  1.268  -3.195
H  -0.063  2.597  -2.206
O  -0.635  1.782  -2.373
H  1.919  -0.187  2.864
H  2.619  -1.010  3.638
O  2.715  -0.029  3.454
H  -2.032  3.688  1.332
H  -1.318  2.315  1.046
O  -1.336  3.138  1.518
H  -0.675  -0.763  -3.740
H  0.865  -0.970  -3.887
O  0.069  -0.561  -4.222
H  -3.546  -0.952  -2.062
H  -2.801  -1.872  -1.158
O  -3.033  -1.793  -2.131
H  -3.240  0.218  0.580
H  -3.677  1.523  1.231
O  -3.100  1.106  0.546
H  3.527  -0.434  0.614
H  3.526  -0.184  2.169
O  4.183  -0.544  1.388
H  -2.149  2.329  -2.112
H  -3.417  1.396  -1.675
O  -3.070  2.168  -2.062
H  1.343  -1.820  2.256
H  0.667  -2.014  3.716
O  1.393  -2.264  3.117
H  0.018  -3.467  -2.960
H  1.304  -2.704  -2.337
O  0.869  -3.122  -3.049
H  1.211  3.199  2.766
H  0.409  1.899  2.468
O  1.195  2.378  2.199


A cluster of 18 separate species, C4H34BO25 in total at a distorted geometry. Source: the Open Molecules 2025 dataset; level of theory: ωB97M-V with the def2-TZVPD basis set.

Output
- Total energy: -56563.952 eV
- 2S+1: 2
- Charge: 0
- Expectation value of S²: 0.757
- LUMO (alpha / beta): -3.0 / -8.2 eV
- Orbital gap (alpha / beta): 7.5 / 2.3 eV
- ΔE to the lowest compared entry with this formula, charge and spin: 23.6 kcal/mol

CARTESIAN COORDINATES (ANGSTROEM)
O  3.472  -0.869  0.675
C  2.296  -0.514  0.293
O  1.181  -0.790  0.926
B  0.014  -0.362  0.086
O  0.659  0.373  -1.016
C  1.922  0.386  -0.952
O  2.770  0.900  -1.727
O  -0.939  0.545  0.896
C  -2.157  0.259  0.530
O  -3.144  0.885  0.928
C  -2.125  -1.086  -0.374
O  -0.841  -1.469  -0.394
O  -3.112  -1.612  -0.795
O  -3.253  -3.127  -3.202
H  -3.299  -2.198  -3.427
H  -3.039  -3.137  -2.269
O  5.066  2.810  -0.690
H  4.163  2.552  -0.873
H  5.581  2.020  -0.856
O  4.371  -3.197  -0.938
H  4.284  -2.771  -1.790
H  3.495  -3.534  -0.747
O  -5.690  -0.859  0.318
H  -5.230  -0.997  -0.510
H  -5.247  -1.439  0.938
O  -0.445  1.973  3.977
H  -0.449  1.162  3.468
H  -1.129  1.846  4.635
O  -0.562  -4.421  -2.754
H  -1.441  -4.585  -2.412
H  -0.284  -3.612  -2.324
O  -0.422  -1.793  3.275
H  0.332  -1.227  3.445
H  -0.915  -1.787  4.095
O  3.925  -1.907  3.261
H  4.124  -1.163  3.829
H  4.253  -1.647  2.401
O  -3.214  3.537  0.310
H  -3.394  2.673  0.682
H  -3.232  3.399  -0.637
O  -6.538  1.414  1.503
H  -6.027  0.762  1.022
H  -7.284  0.925  1.850
O  -0.457  -3.751  1.192
H  -0.996  -3.919  1.965
H  -0.212  -2.828  1.266
O  -0.460  3.158  -1.749
H  -1.282  2.715  -1.961
H  0.128  2.932  -2.470
O  0.537  3.331  1.718
H  0.192  2.901  0.936
H  0.114  2.879  2.448
O  4.966  1.643  -3.663
H  5.141  2.534  -3.967
H  4.489  1.760  -2.841
O  5.571  -0.447  -0.948
H  4.859  -0.778  -0.400
H  5.331  -0.711  -1.837
O  2.714  0.308  -4.758
H  3.220  0.880  -4.181
H  2.153  0.903  -5.255
O  -4.758  2.481  3.578
H  -4.784  3.438  3.597
H  -4.967  2.253  2.673